(P)
Density functional theory data (ωB97M-V with the def2-TZVPD basis set) for a 2-piece molecular cluster, C3H9N2 overall.

Computed properties:
HOMO-LUMO gap = 0.189 hartree
LUMO energy = -8.09 eV

```
! RIJCOSX wB97M-V def2-TZVPD def2/J DEFGRID3
* xyz 1 1
C -0.93 -0.34 -1.38
C -1.07 0.15 0.05
C -0.09 0.26 0.90
N 3.65 -0.39 0.05
N -2.34 0.35 0.52
H -1.88 -0.25 -1.90
H -0.49 -1.33 -1.41
H -0.19 0.32 -1.84
H 0.22 0.70 1.85
H 4.21 -0.09 0.84
H 4.11 -0.02 -0.79
H 2.74 0.03 0.14
H -2.93 -0.44 0.28
H -2.45 0.62 1.50
*
```

***

(Q)
Density functional theory data (ωB97M-V with the def2-TZVPD basis set) for a 2-piece molecular cluster, C3H9N2 overall.

Computed properties:
HOMO-LUMO gap = 0.293 hartree
LUMO energy = -5.04 eV

```
! RIJCOSX wB97M-V def2-TZVPD def2/J DEFGRID3
* xyz 1 1
C 1.51 -0.49 2.00
N 0.28 -0.53 1.71
H 1.91 -1.07 2.82
H 2.23 0.15 1.52
H -0.22 0.01 0.95
H -0.34 -1.25 2.08
C 0.02 -0.22 -2.21
C -0.37 0.71 -1.36
N -1.32 0.51 -0.32
H -0.55 -1.12 -2.30
H 0.87 -0.12 -2.88
H 0.16 1.66 -1.28
H -2.18 0.05 -0.61
H -1.63 1.40 0.06
*
```

***

(R)
Density functional theory data (ωB97M-V with the def2-TZVPD basis set) for an isolated ion of composition C3H9N2 and charge +1.

Computed properties:
SMILES = C/C([NH3+])=C\N
HOMO-LUMO gap = 0.333 hartree
LUMO energy = -4.00 eV

```
! RIJCOSX wB97M-V def2-TZVPD def2/J DEFGRID3
* xyz 1 1
C 0.64 -1.51 -0.08
C -0.22 -0.26 0.00
C -0.39 0.85 -0.76
N 0.59 1.55 -1.45
N -0.66 -0.15 1.45
H 0.46 -2.20 0.73
H 1.71 -1.25 -0.06
H 0.24 -2.00 -0.96
H -1.26 1.43 -0.49
H 0.58 2.53 -1.23
H 0.89 1.33 -2.39
H 0.05 -0.35 2.15
H -1.50 -0.76 1.56
H -1.13 0.77 1.52
*
```

***

Most stable structure - (Q); separation to the second - 20.7 kcal/mol.

***

(P)
Density functional theory data (ωB97M-V with the def2-TZVPD basis set) for a 2-piece molecular cluster, C3H9N2 overall.

Computed properties:
HOMO-LUMO gap (alpha / beta) = 0.229 / 0.334 hartree
LUMO energy (alpha / beta) = -7.13 / -5.39 eV

```
! RIJCOSX wB97M-V def2-TZVPD def2/J DEFGRID3
* xyz 1 1
C 0.41 -0.90 1.60
C -0.55 -0.16 -1.62
C -0.42 1.88 -0.37
N 0.12 0.68 -0.68
N 0.98 -2.02 1.70
H 0.72 -0.28 2.42
H 0.14 -0.84 -2.11
H -1.38 -0.69 -1.12
H -1.10 0.67 -2.21
H -1.39 2.16 -0.96
H -0.62 1.87 0.64
H 0.33 2.70 -0.57
H 1.65 -2.27 2.37
H 1.10 -2.78 0.91
*
```

***

(Q)
Density functional theory data (ωB97M-V with the def2-TZVPD basis set) for an isolated ion of composition C3H9N2 and charge +1.

Computed properties:
HOMO-LUMO gap = 0.242 hartree
LUMO energy = -8.92 eV

```
! RIJCOSX wB97M-V def2-TZVPD def2/J DEFGRID3
* xyz 1 1
C 1.57 -0.32 -0.59
C 0.86 0.62 0.37
N -1.17 -1.17 0.50
C -1.59 -0.10 -0.25
N -0.60 0.99 0.15
H 1.39 -0.01 -1.63
H 1.24 -1.35 -0.53
H 2.65 -0.23 -0.48
H 1.41 1.57 0.30
H 1.06 0.38 1.42
H -1.44 -0.22 -1.32
H -1.89 -1.69 1.03
H -2.63 0.20 -0.06
H -0.86 1.32 1.08
*
```

***

(R)
Density functional theory data (ωB97M-V with the def2-TZVPD basis set) for a 2-piece molecular cluster, C3H9N2 overall.

Computed properties:
HOMO-LUMO gap = 0.333 hartree
LUMO energy = -4.45 eV

```
! RIJCOSX wB97M-V def2-TZVPD def2/J DEFGRID3
* xyz 1 1
C 0.66 -0.95 0.43
C 0.13 -0.18 1.64
C -0.86 0.95 -2.24
N -0.95 -0.22 -1.84
N 0.77 0.73 2.29
H 1.64 -0.86 0.07
H -0.01 -0.75 -0.55
H 0.45 -2.05 0.61
H -0.78 -0.59 2.20
H -1.21 1.34 -3.12
H -0.34 1.62 -1.59
H -1.35 -0.99 -2.40
H 1.64 1.08 1.91
H 0.51 1.12 3.18
*
```

***

Most stable structure - (R); separation to the second - 83.4 kcal/mol.

***

(P)
Density functional theory data (ωB97M-V with the def2-TZVPD basis set) for a single C14H19N3OS molecule.

Computed properties:
SMILES = CCCCCOc1ccc(CSc2ncn[nH]2)cc1
HOMO-LUMO gap = 0.335 hartree
LUMO energy = 0.69 eV

```
! RIJCOSX wB97M-V def2-TZVPD def2/J DEFGRID3
* xyz 0 1
C -1.03 -2.63 5.34
C -1.08 -2.09 3.91
C -2.01 -2.93 3.03
C -2.01 -2.48 1.57
C -2.72 -1.14 1.36
O -2.79 -0.78 0.00
C -1.70 -0.27 -0.62
C -1.85 0.00 -1.99
C -0.82 0.54 -2.72
C 0.41 0.82 -2.12
C 0.55 0.56 -0.76
C -0.48 0.02 -0.02
H -0.32 -0.16 1.03
H 1.49 0.78 -0.28
C 1.53 1.41 -2.91
H 1.43 1.21 -3.97
H 2.50 1.08 -2.56
S 1.53 3.25 -2.72
C 3.12 3.55 -3.32
N 4.00 2.66 -3.72
C 5.06 3.42 -4.08
N 4.89 4.70 -3.93
N 3.64 4.80 -3.44
H 3.23 5.69 -3.22
H 5.97 2.99 -4.46
H -0.96 0.74 -3.77
H -2.80 -0.23 -2.45
H -3.77 -1.23 1.67
H -2.25 -0.35 1.95
H -2.53 -3.23 0.97
H -0.99 -2.42 1.20
H -1.68 -3.97 3.08
H -3.02 -2.88 3.43
H -0.07 -2.10 3.49
H -1.42 -1.05 3.94
H -0.37 -2.02 5.96
H -0.67 -3.65 5.35
H -2.02 -2.61 5.79
*
```

***

(Q)
Density functional theory data (ωB97M-V with the def2-TZVPD basis set) for a single C14H19N3OS molecule.

Computed properties:
SMILES = O=C(CC1CCCCC1)NCc1cn2ccsc2n1
HOMO-LUMO gap = 0.334 hartree
LUMO energy = 0.65 eV

```
! RIJCOSX wB97M-V def2-TZVPD def2/J DEFGRID3
* xyz 0 1
O 0.80 -0.05 0.95
C 0.22 -0.85 0.24
N 0.89 -1.67 -0.61
H 0.38 -2.23 -1.28
C 2.31 -1.53 -0.85
C 2.57 -0.77 -2.11
C 2.92 0.55 -2.25
N 2.98 0.77 -3.60
C 3.26 1.78 -4.48
C 3.15 1.39 -5.76
S 2.68 -0.29 -5.92
C 2.65 -0.42 -4.20
N 2.39 -1.36 -3.33
H 3.31 1.97 -6.64
H 3.53 2.76 -4.12
H 3.13 1.30 -1.52
H 2.76 -2.52 -0.92
H 2.73 -0.99 0.00
C -1.28 -1.08 0.20
H -1.65 -0.64 -0.73
H -1.46 -2.16 0.16
C -2.07 -0.48 1.38
C -2.00 1.05 1.39
C -2.83 1.61 2.54
C -2.34 1.05 3.87
C -2.41 -0.47 3.87
C -1.58 -1.03 2.72
H -1.64 -2.13 2.71
H -0.53 -0.75 2.86
H -2.05 -0.87 4.82
H -3.45 -0.79 3.75
H -2.95 1.45 4.69
H -1.31 1.36 4.04
H -2.77 2.70 2.55
H -3.88 1.34 2.40
H -2.37 1.44 0.44
H -0.96 1.35 1.51
H -3.12 -0.78 1.25
*
```

***

Most stable structure - (Q); separation to the second - 23.1 kcal/mol.

***

(P)
Density functional theory data (ωB97M-V with the def2-TZVPD basis set) for a 2-piece molecular cluster, C2H8N3O overall.

Computed properties:
HOMO-LUMO gap (alpha / beta) = 0.273 / 0.273 hartree
LUMO energy (alpha / beta) = -5.47 / -5.47 eV

```
! RIJCOSX wB97M-V def2-TZVPD def2/J DEFGRID3
* xyz 1 1
C 1.81 -0.06 -1.34
C -0.54 -0.05 -0.02
N -1.51 -0.72 2.03
N -0.51 -0.83 1.08
N -1.34 0.93 -0.34
O 2.72 0.79 -1.79
H 1.16 -0.17 -2.13
H 1.84 -0.81 -0.62
H -1.20 -0.42 2.97
H -2.23 -0.11 1.67
H 0.06 -1.73 0.97
H -1.37 0.98 -1.38
H 3.35 1.09 -1.11
H -2.24 1.10 0.01
*
```

***

(Q)
Density functional theory data (ωB97M-V with the def2-TZVPD basis set) for a 2-piece molecular cluster, C2H8N3O overall.

Computed properties:
HOMO-LUMO gap = 0.315 hartree
LUMO energy = -6.80 eV

```
! RIJCOSX wB97M-V def2-TZVPD def2/J DEFGRID3
* xyz 1 1
C -0.33 -0.59 -0.15
C 0.03 -2.06 -0.17
N -1.63 -0.42 0.11
N 0.49 0.39 -0.01
N 0.08 1.55 -0.30
O -2.20 0.73 0.02
H 0.14 -2.33 -1.22
H -0.64 -2.75 0.34
H 0.97 -2.27 0.19
H 2.67 1.25 0.91
H 3.30 1.19 0.50
H -0.59 1.85 -0.95
H -2.88 1.05 0.62
H 0.60 2.41 0.11
*
```

***

Most stable structure - (P); separation to the second - 28.5 kcal/mol.

***

(P)
Density functional theory data (ωB97M-V with the def2-TZVPD basis set) for a 2-piece molecular cluster, C2H8N3O overall.

Computed properties:
HOMO-LUMO gap = 0.426 hartree
LUMO energy = -3.08 eV

```
! RIJCOSX wB97M-V def2-TZVPD def2/J DEFGRID3
* xyz 1 1
C 1.73 0.23 1.05
N 2.06 -0.16 2.28
O 0.62 0.17 0.53
H 2.59 0.63 0.50
H 3.05 -0.20 2.44
H 1.47 -0.65 2.93
N -1.94 -0.74 -0.49
C -1.74 -0.06 -1.59
N -0.79 0.83 -1.70
H -1.34 -0.62 0.32
H -2.41 -1.63 -0.57
H -2.44 -0.26 -2.40
H -0.81 1.61 -2.33
H -0.05 0.86 -0.99
*
```

***

(Q)
Density functional theory data (ωB97M-V with the def2-TZVPD basis set) for C2H8N3O as an isolated structure.

Computed properties:
HOMO-LUMO gap = 0.371 hartree
LUMO energy = -3.42 eV

```
! RIJCOSX wB97M-V def2-TZVPD def2/J DEFGRID3
* xyz 1 1
C 1.21 1.22 1.27
C 0.99 0.09 0.41
N 0.57 -1.76 -0.99
N 0.30 -0.84 -0.07
N -1.85 0.34 -0.45
O 2.23 0.57 0.47
H 1.07 2.19 0.91
H 1.54 1.21 2.29
H -0.11 -2.49 -1.05
H 1.49 -2.01 -1.15
H -0.90 -0.39 -0.23
H -1.68 0.97 -1.24
H -2.02 0.92 0.48
H -2.83 -0.03 -0.64
*
```

***

Most stable structure - (P); separation to the second - 108.9 kcal/mol.

***

(P)
Density functional theory data (ωB97M-V with the def2-TZVPD basis set) for a 2-piece molecular cluster, C4H14N2O overall.

Computed properties:
SMILES = CN(C)CCN.O
HOMO-LUMO gap = 0.318 hartree
LUMO energy = 0.66 eV

```
! RIJCOSX wB97M-V def2-TZVPD def2/J DEFGRID3
* xyz 0 1
N 1.87 1.15 0.04
C 1.82 -0.14 0.78
C 1.06 -1.17 -0.08
N -0.37 -1.00 -0.27
C -1.03 -1.05 -1.54
C -1.27 -0.61 0.82
H 1.56 1.03 -0.91
H 1.34 1.75 0.65
H 2.78 -0.58 1.06
H 1.22 -0.01 1.67
H 1.48 -1.40 -1.07
H 1.18 -2.16 0.39
H -1.83 -1.79 -1.53
H -0.36 -1.72 -2.13
H -1.30 -0.08 -1.94
H -1.61 0.50 0.84
H -2.14 -1.23 0.67
H -0.80 -0.55 1.80
H -1.27 2.72 -0.49
H -1.06 2.97 1.04
O -1.29 3.37 0.21
*
```

***

(Q)
Density functional theory data (ωB97M-V with the def2-TZVPD basis set) for a 2-piece molecular cluster, C4H14N2O overall.

Computed properties:
SMILES = NCCCCN.O
HOMO-LUMO gap = 0.365 hartree
LUMO energy = 0.65 eV

```
! RIJCOSX wB97M-V def2-TZVPD def2/J DEFGRID3
* xyz 0 1
C -0.62 0.13 0.95
C 0.70 0.44 0.15
C 1.59 -0.78 -0.21
C 1.33 -1.32 -1.60
N 0.49 -2.57 -1.51
N -0.49 -0.58 2.20
H -1.21 -0.42 0.20
H -1.04 1.13 1.04
H 1.19 1.23 0.73
H 0.29 0.91 -0.75
H 2.62 -0.53 0.03
H 1.24 -1.47 0.56
H 2.25 -1.53 -2.14
H 0.72 -0.69 -2.25
H -0.51 -2.37 -1.45
H 0.62 -3.05 -2.39
H -0.65 0.02 3.00
H 0.49 -0.82 2.38
H -2.29 3.81 0.23
H -3.77 4.01 0.28
O -2.97 4.42 0.54
*
```

***

Most stable structure - (Q); separation to the second - 20.3 kcal/mol.